{"formula": "C28H51Cl2N4O5S", "method": "ωB97M-V/def2-TZVPD", "homo_ha": -0.3769, "charge": 1, "lumo_ev": -4.5, "energy_ev": -81913.720, "elements": ["Cl", "Cl", "S", "O", "O", "O", "O", "O", "N", "N", "N", "N", "C", "C", "C", "C", "C", "C", "C", "C", "C", "C", "C", "C", "C", "C", "C", "C", "C", "C", "C", "C", "C", "C", "C", "C", "C", "C", "C", "C", "H", "H", "H", "H", "H", "H", "H", "H", "H", "H", "H", "H", "H", "H", "H", "H", "H", "H", "H", "H", "H", "H", "H", "H", "H", "H", "H", "H", "H", "H", "H", "H", "H", "H", "H", "H", "H", "H", "H", "H", "H", "H", "H", "H", "H", "H", "H", "H", "H", "H", "H"], "xyz": [[-3.05, -3.67, 4.98], [-4.45, -3.87, 2.43], [2.93, 3.14, -4.79], [1.37, 4.05, -2.59], [0.65, -3.52, -1.93], [7.17, -1.75, 4.17], [1.38, -1.02, -0.23], [5.90, 3.52, -0.16], [1.96, 2.91, -2.20], [3.38, 3.64, -0.16], [1.44, 2.13, 0.18], [5.77, 1.77, 3.28], [-1.69, -3.27, -0.67], [3.20, 2.58, -3.01], [-3.01, -4.34, 3.35], [-6.28, -1.99, -2.83], [6.55, -0.78, 3.22], [-5.37, -1.12, -1.72], [4.64, 2.97, -0.68], [-6.15, -1.23, -0.29], [4.61, 3.18, -2.34], [-6.25, -0.69, 2.30], [6.19, 1.79, 1.80], [-2.93, -1.53, -3.10], [6.03, 3.34, 1.30], [2.20, 2.85, -0.71], [-0.72, -2.97, -2.00], [-3.22, -2.68, -0.56], [1.52, -1.06, -1.69], [-1.37, -2.11, -3.24], [0.23, 1.34, -0.24], [-5.25, 0.40, -2.34], [-6.57, 1.35, 0.64], [-5.75, -0.08, 0.82], [5.02, -1.33, 2.94], [6.60, 0.69, 3.96], [1.67, -2.55, -2.35], [-3.87, -1.78, -1.77], [0.22, -0.24, 0.21], [-4.14, 0.20, 0.98], [2.55, -0.49, -1.94], [-6.22, 1.06, -2.13], [1.67, 2.15, 1.21], [4.77, -1.22, 1.78], [7.72, 1.07, 3.93], [-0.71, 1.84, 0.30], [2.72, -3.00, -2.02], [6.43, -2.12, 4.76], [-5.16, 0.38, -3.53], [4.75, 1.47, 3.34], [-0.82, -0.68, -0.08], [-4.34, 1.02, -1.95], [-5.81, 2.21, 0.33], [7.22, -0.81, 2.23], [4.50, 1.81, -0.52], [-3.83, -2.94, 0.42], [0.69, -0.49, -2.29], [-1.25, -3.91, 0.21], [-3.37, -0.88, -4.01], [-7.31, -1.07, -0.52], [-2.97, -5.43, 3.41], [3.36, 1.40, -3.06], [5.17, 3.84, 1.93], [-6.08, -2.30, 0.22], [6.25, 0.54, 5.07], [5.57, 2.71, -2.82], [1.66, 2.58, -5.13], [-6.08, -3.13, -2.62], [-3.56, 0.38, -0.02], [-7.39, 1.30, -0.20], [-7.03, 1.69, 1.69], [-7.42, -0.73, 2.23], [-5.74, -1.72, 2.52], [1.72, -2.50, -3.54], [0.42, 3.97, -2.22], [7.03, 3.91, 1.62], [5.50, 1.02, 1.25], [-2.12, -3.96, 2.83], [0.25, -0.24, 1.40], [-3.62, -0.65, 1.64], [-0.76, -1.90, -4.21], [4.24, -0.70, 3.55], [-4.01, 1.20, 1.62], [3.28, 3.57, 0.87], [4.56, 4.35, -2.55], [4.90, -2.46, 3.23], [-5.82, -1.69, -3.89], [7.34, 1.52, 1.69], [-5.99, 0.06, 3.19], [-7.42, -1.69, -2.76], [-0.02, 1.37, -1.39]]}

=====

{"formula": "C36H53FNO17", "method": "ωB97M-V/def2-TZVPD", "homo_ha": -0.0724, "charge": -1, "lumo_ev": 1.8, "relative_energy_kj_mol": 0.0, "energy_ev": -77208.087, "elements": ["F", "O", "O", "O", "O", "O", "O", "O", "O", "O", "O", "O", "O", "O", "O", "O", "O", "O", "N", "C", "C", "C", "C", "C", "C", "C", "C", "C", "C", "C", "C", "C", "C", "C", "C", "C", "C", "C", "C", "C", "C", "C", "C", "C", "C", "C", "C", "C", "C", "C", "C", "C", "C", "C", "C", "H", "H", "H", "H", "H", "H", "H", "H", "H", "H", "H", "H", "H", "H", "H", "H", "H", "H", "H", "H", "H", "H", "H", "H", "H", "H", "H", "H", "H", "H", "H", "H", "H", "H", "H", "H", "H", "H", "H", "H", "H", "H", "H", "H", "H", "H", "H", "H", "H", "H", "H", "H", "H"], "xyz": [[-5.12, 0.33, 2.92], [4.31, -6.24, -0.75], [-4.25, 1.01, -2.08], [3.92, 4.73, 3.97], [2.85, -1.86, 2.21], [5.08, -4.57, -2.01], [-4.98, -1.67, 2.04], [5.89, 5.67, 4.43], [0.28, 2.99, 3.58], [-8.12, -7.05, 4.85], [-6.91, -6.88, 2.99], [-0.45, 2.72, 5.68], [-3.77, 6.03, -4.78], [-2.56, 1.61, -3.44], [7.36, -5.30, -4.93], [-5.44, 5.05, -3.70], [6.58, -5.86, -6.94], [0.82, -2.19, 1.33], [-2.83, 0.62, 0.89], [-1.18, 0.10, 2.59], [-6.87, -4.54, 2.69], [-6.19, -5.84, 2.28], [6.63, -5.52, -0.52], [4.59, 5.41, 4.69], [5.30, -6.13, -7.54], [0.59, 4.82, 5.01], [5.31, 7.10, 6.21], [2.15, -2.37, 1.39], [0.23, -3.01, 0.31], [6.36, -3.94, -2.26], [-7.53, -6.36, 4.07], [-4.22, 0.23, 0.72], [1.37, -3.30, -0.66], [-7.32, -4.86, 4.11], [-2.08, -0.23, 1.64], [0.74, 5.30, 3.57], [-3.10, 3.12, -1.72], [-2.25, 3.84, -2.77], [2.58, -3.32, 0.27], [6.44, -5.62, -5.62], [-6.07, 6.28, -5.59], [1.01, 3.99, 2.84], [-4.79, -0.51, 1.89], [6.48, 6.42, 5.50], [4.41, -6.59, -6.40], [-6.85, 4.85, -3.87], [-3.42, 1.81, -2.40], [5.21, -5.52, -1.06], [7.17, -4.17, -1.00], [-4.94, 5.82, -4.69], [4.19, 6.08, 6.00], [0.06, 3.40, 4.84], [4.98, -5.81, -5.22], [-7.31, 6.02, -4.74], [-1.60, 2.67, -3.50], [6.79, -4.42, -3.14], [6.94, -3.40, -0.26], [-0.20, 5.73, 3.23], [0.64, 3.98, 1.82], [-8.21, 5.80, -5.31], [7.16, -6.36, -0.98], [-6.05, 5.66, -6.49], [-1.39, 2.88, -4.55], [-1.06, 1.13, 2.89], [7.20, 7.12, 5.08], [4.91, -6.32, -4.26], [5.06, 8.03, 5.70], [3.35, -6.41, -6.58], [8.24, -4.16, -1.18], [-7.51, 6.89, -4.11], [-4.02, 3.64, -1.47], [-5.93, 7.32, -5.87], [1.23, -4.23, -1.22], [2.75, -4.31, 0.70], [4.17, 5.31, 6.77], [4.94, -5.20, -8.00], [6.62, -5.64, 0.56], [2.06, 3.72, 2.85], [-6.25, -6.05, 1.22], [1.55, 4.75, 5.53], [-2.55, 2.88, -0.81], [-0.69, 2.34, -3.01], [-2.15, -1.31, 1.41], [-0.51, -0.64, 3.01], [-6.21, -3.67, 2.60], [3.49, -2.97, -0.20], [-8.24, -4.36, 4.40], [6.18, -2.88, -2.47], [-6.55, -4.64, 4.85], [-1.53, 4.54, -2.36], [-7.74, -4.36, 2.05], [-0.16, -3.92, 0.78], [7.01, 5.72, 6.15], [5.52, 7.32, 7.25], [-4.80, 1.15, 0.62], [-5.14, -5.87, 2.59], [-0.11, 5.41, 5.60], [1.53, 6.03, 3.42], [1.46, -2.48, -1.37], [4.54, -7.66, -6.23], [5.44, -6.87, -8.32], [-0.59, -2.45, -0.12], [-7.32, 4.83, -2.88], [3.20, 6.53, 5.91], [-2.91, 4.39, -3.44], [-7.01, 3.89, -4.35], [4.53, -4.82, -5.12], [-4.43, -0.40, -0.17]]}

=====

{"formula": "C27H46BrIrNOP2", "method": "ωB97M-V/def2-TZVPD", "homo_ha": [-0.7182, -0.7177], "charge": 4, "lumo_ev": [-13.0, -14.5], "spin_multiplicity": 6, "energy_ev": -123693.196, "elements": ["Ir", "Br", "P", "P", "O", "N", "C", "C", "C", "C", "C", "C", "C", "C", "C", "C", "C", "C", "C", "C", "C", "C", "C", "C", "C", "C", "C", "C", "C", "C", "C", "C", "C", "H", "H", "H", "H", "H", "H", "H", "H", "H", "H", "H", "H", "H", "H", "H", "H", "H", "H", "H", "H", "H", "H", "H", "H", "H", "H", "H", "H", "H", "H", "H", "H", "H", "H", "H", "H", "H", "H", "H", "H", "H", "H", "H", "H", "H", "H"], "xyz": [[-1.20, 0.15, -0.53], [2.57, 3.32, 0.49], [-0.83, -1.94, -0.27], [4.68, -1.08, 0.73], [-1.07, 0.61, 3.07], [-6.06, 4.31, -4.17], [-4.70, 2.74, -2.26], [4.45, -1.99, 3.28], [-6.03, 4.68, -2.89], [-3.59, -1.61, -0.08], [5.00, -2.23, -1.80], [-5.53, 3.14, -4.53], [4.01, -1.43, -0.94], [1.03, 2.60, -0.23], [-2.64, 1.36, -1.81], [-0.53, -2.78, 1.34], [-0.04, -2.36, -2.98], [-1.39, 1.98, -1.42], [-0.27, 1.20, 4.11], [-5.38, 3.95, -1.90], [-0.18, 1.48, -2.00], [-1.34, -4.06, 1.56], [-1.35, 2.27, -0.01], [-4.87, 2.31, -3.61], [-3.81, 2.04, -1.36], [0.49, -2.26, -1.55], [4.68, 0.73, 0.92], [-2.52, -2.43, -0.81], [-0.89, 1.18, 5.51], [1.05, 1.89, -1.44], [-0.13, 2.71, 0.53], [3.58, -1.53, 2.11], [5.95, 1.37, 0.40], [3.77, -0.47, -1.43], [-3.93, 2.27, -0.29], [-1.48, -4.68, 0.66], [-3.54, -1.67, 1.01], [-0.19, 3.23, 1.49], [1.08, -3.14, -1.27], [-0.73, -3.21, -3.12], [6.82, 0.97, 0.93], [-0.13, 2.23, 3.75], [1.15, -1.37, -1.48], [-2.66, -3.51, -0.71], [6.00, -1.79, -1.81], [2.95, -0.66, 2.34], [-0.48, 2.00, 6.10], [0.71, 0.67, 4.15], [3.78, 1.09, 0.41], [-2.51, -2.20, -1.88], [4.57, 0.95, 1.99], [3.92, -2.69, 3.92], [-2.25, 2.33, 0.60], [5.34, -2.49, 2.91], [-2.33, -3.84, 1.97], [-1.16, -0.34, 3.27], [4.64, -2.28, -2.84], [2.91, -2.32, 1.77], [6.09, 1.19, -0.67], [-1.98, 1.31, 5.45], [5.91, 2.45, 0.58], [4.76, -1.16, 3.92], [-0.56, -1.44, -3.28], [-5.56, 2.85, -5.59], [-2.74, 0.91, -2.82], [-6.50, 5.65, -2.66], [3.07, -1.99, -0.82], [-4.55, -1.95, -0.45], [0.55, -2.97, 1.44], [1.94, 1.76, -2.05], [0.79, -2.51, -3.70], [-5.29, 4.37, -0.91], [-0.27, 0.95, -2.94], [-3.48, -0.55, -0.34], [5.09, -3.26, -1.43], [-0.82, -4.68, 2.29], [-0.78, -2.01, 2.07], [-0.64, 0.24, 6.02], [-4.40, 1.40, -3.97]]}

=====

{"formula": "C7H20NSi", "method": "ωB97M-V/def2-TZVPD", "homo_ha": -0.4643, "charge": 1, "lumo_ev": -5.4, "relative_energy_kj_mol": 140.7, "energy_ev": -16942.124, "elements": ["Si", "N", "C", "C", "C", "C", "C", "C", "C", "H", "H", "H", "H", "H", "H", "H", "H", "H", "H", "H", "H", "H", "H", "H", "H", "H", "H", "H", "H"], "xyz": [[-0.21, -0.63, 2.61], [1.51, 0.89, -0.72], [-1.45, 0.73, 2.47], [0.08, -2.05, 1.42], [-0.54, -1.95, -0.02], [1.69, 1.15, -3.20], [-2.37, 0.45, 3.70], [1.93, 0.30, -1.96], [0.15, 1.13, -3.51], [0.68, 1.34, -0.99], [-1.47, -2.59, 0.01], [-1.87, 0.14, 4.61], [-0.17, 0.25, -4.04], [0.16, -2.40, -0.75], [0.58, -0.60, 3.93], [1.36, -0.64, -1.94], [-3.04, 1.32, 3.89], [-0.37, 0.88, -2.51], [-0.99, 1.70, 2.72], [-0.31, -3.02, 1.82], [-3.05, -0.33, 3.47], [2.27, 0.75, -4.08], [-2.02, 0.68, 1.46], [3.02, 0.08, -1.74], [2.23, 1.58, -0.52], [2.07, 2.15, -3.17], [-0.90, -1.02, -0.39], [1.17, -2.28, 1.47], [-0.13, 1.98, -4.00]]}

=====

{"formula": "C34H27CuN2O6PS3", "method": "ωB97M-V/def2-TZVPD", "homo_ha": [-0.3116, -0.3336], "charge": 0, "lumo_ev": [-0.6, -1.6], "relative_energy_kj_mol": 0.0, "spin_multiplicity": 2, "energy_ev": -137395.857, "elements": ["Cu", "S", "S", "S", "P", "O", "O", "O", "O", "O", "O", "N", "N", "C", "C", "C", "C", "C", "C", "C", "C", "C", "C", "C", "C", "C", "C", "C", "C", "C", "C", "C", "C", "C", "C", "C", "C", "C", "C", "C", "C", "C", "C", "C", "C", "C", "C", "H", "H", "H", "H", "H", "H", "H", "H", "H", "H", "H", "H", "H", "H", "H", "H", "H", "H", "H", "H", "H", "H", "H", "H", "H", "H", "H"], "xyz": [[0.04, -1.68, -0.10], [-0.61, -3.43, -1.85], [2.31, -1.49, -2.00], [0.93, -1.49, 6.36], [-0.64, 0.49, -1.03], [-1.61, -4.38, -2.24], [2.12, -2.04, -0.66], [0.11, -3.78, -0.62], [3.68, -1.17, -2.31], [-1.16, -2.05, -1.65], [1.42, -0.35, -2.24], [0.25, -1.45, 1.85], [2.73, 2.69, 6.70], [0.74, 4.32, -1.44], [3.00, 0.32, 6.60], [-2.50, 0.49, -5.26], [-0.03, 3.18, -1.56], [-0.70, -1.01, 2.69], [0.75, -3.80, -5.59], [1.40, -1.89, 2.36], [-0.64, 0.90, -3.80], [-0.53, -0.99, 4.06], [-1.18, 0.85, -5.07], [1.85, 4.33, -0.60], [-3.01, -0.17, 0.31], [-2.08, 0.85, 0.08], [-4.08, 0.01, 1.18], [2.18, 3.19, 0.11], [-3.28, 2.22, 1.68], [0.66, -1.46, 4.59], [-4.21, 1.21, 1.87], [1.42, 2.04, -0.02], [0.31, 2.03, -0.86], [1.42, 2.53, 6.63], [1.62, 0.16, 6.51], [0.81, 1.28, 6.53], [-2.22, 2.04, 0.79], [0.03, -3.88, -4.41], [1.98, -3.16, -5.61], [-1.42, 0.58, -2.68], [1.72, -2.60, -3.28], [1.65, -1.92, 3.72], [2.46, -2.56, -4.46], [-2.76, 0.25, -2.88], [0.51, -3.29, -3.25], [-3.29, 0.20, -4.15], [3.50, 1.61, 6.70], [4.57, 1.78, 6.76], [-0.55, 1.08, -5.93], [2.46, 5.22, -0.52], [3.40, -2.02, -4.45], [-5.03, 1.35, 2.57], [-0.92, -4.40, -4.37], [-2.88, -1.12, -0.20], [0.49, 5.21, -2.00], [2.13, -2.24, 1.64], [-2.92, 0.43, -6.25], [2.59, -2.29, 4.11], [-4.80, -0.78, 1.33], [-3.37, 3.15, 2.22], [1.69, 1.13, 0.51], [3.05, 3.18, 0.76], [-4.33, -0.07, -4.28], [0.40, 1.17, -3.66], [-3.39, 0.01, -2.04], [0.36, -4.25, -6.49], [3.66, -0.54, 6.60], [-1.32, -0.63, 4.70], [-0.27, 1.19, 6.48], [-1.62, -0.65, 2.24], [-0.90, 3.18, -2.21], [0.82, 3.43, 6.65], [-1.51, 2.84, 0.65], [2.56, -3.11, -6.52]]}

=====

{"formula": "C7H15O3P", "method": "ωB97M-V/def2-TZVPD", "homo_ha": -0.3254, "charge": 0, "lumo_ev": 0.6, "relative_energy_kj_mol": 420.5, "energy_ev": -22929.506, "elements": ["P", "O", "O", "O", "C", "C", "C", "C", "C", "C", "C", "H", "H", "H", "H", "H", "H", "H", "H", "H", "H", "H", "H", "H", "H", "H"], "xyz": [[-3.16, -0.63, -0.22], [-2.66, -1.86, 0.96], [-0.25, 2.40, 0.04], [-3.33, -1.56, -1.72], [2.40, -0.67, -0.66], [1.81, 0.86, -0.74], [2.61, -1.25, 0.85], [-0.55, -0.06, 0.54], [-1.69, 0.54, -0.54], [0.56, 1.16, 0.30], [-1.71, 2.08, 0.08], [-3.04, -1.64, 1.86], [3.45, -0.67, -1.20], [-0.84, 0.14, 1.67], [1.65, -1.90, 1.11], [-1.31, 0.73, -1.63], [1.68, -1.38, -1.29], [3.58, -1.94, 0.97], [-2.35, -1.76, -1.96], [1.08, 1.38, 1.34], [2.64, -0.41, 1.69], [1.35, 1.00, -1.84], [-1.89, 2.04, 1.26], [2.67, 1.68, -0.69], [-0.24, -1.15, 0.23], [-2.45, 2.87, -0.42]]}

=====

{"formula": "C20H50O5", "method": "ωB97M-V/def2-TZVPD", "homo_ha": -0.2679, "charge": 0, "lumo_ev": 0.7, "relative_energy_kj_mol": 992.8, "energy_ev": -31767.602, "elements": ["O", "O", "O", "O", "O", "C", "C", "C", "C", "C", "C", "C", "C", "C", "C", "C", "C", "C", "C", "C", "C", "C", "C", "C", "C", "H", "H", "H", "H", "H", "H", "H", "H", "H", "H", "H", "H", "H", "H", "H", "H", "H", "H", "H", "H", "H", "H", "H", "H", "H", "H", "H", "H", "H", "H", "H", "H", "H", "H", "H", "H", "H", "H", "H", "H", "H", "H", "H", "H", "H", "H", "H", "H", "H", "H"], "xyz": [[-1.15, -2.24, 3.82], [-0.85, 6.13, -1.96], [3.00, -1.10, -2.42], [-0.03, 1.37, 0.19], [0.74, -4.24, 0.38], [-0.43, -1.33, 1.75], [-1.85, -3.11, 4.71], [-0.96, 3.54, -0.26], [1.05, -0.67, 0.87], [1.59, -2.79, -3.44], [1.86, -1.89, -2.19], [0.31, 0.02, -0.26], [-3.04, -2.36, 5.26], [2.71, 1.11, -1.82], [-1.75, -4.15, 0.17], [3.42, -0.14, -1.43], [-2.07, 4.47, -3.30], [-1.42, 6.17, -0.68], [-0.42, -3.41, 0.09], [1.91, -3.46, 0.64], [-0.37, 6.63, 0.31], [3.20, -4.30, 0.96], [-1.40, -2.27, 2.45], [-1.65, 5.87, -3.14], [-0.50, 2.22, -0.97], [2.76, 1.67, -0.88], [-0.89, -0.84, 0.90], [0.77, -0.28, 1.85], [-3.65, -2.98, 5.92], [0.40, 5.86, 0.32], [-2.63, 4.19, -4.19], [-1.65, 4.11, -0.88], [-1.25, -3.28, 2.05], [1.28, -2.38, -4.40], [0.91, -1.39, -2.02], [3.88, -3.83, 1.68], [1.74, -2.88, 1.55], [-0.42, -0.54, -0.83], [1.88, -2.53, -1.30], [3.38, 1.48, -2.59], [-0.99, 6.05, -3.99], [2.11, -0.70, 0.62], [0.25, 7.52, 0.16], [-0.30, -2.73, -0.75], [-1.80, -5.15, -0.26], [-1.53, 3.27, 0.63], [-2.71, -1.56, 5.91], [-0.41, -2.64, 0.87], [-0.15, -0.48, 2.37], [-1.51, 1.89, -1.23], [-1.14, -3.28, 5.53], [-0.79, 6.71, 1.31], [-1.16, 3.87, -3.19], [-2.17, -4.05, 4.26], [0.48, -1.88, 1.49], [-2.55, -3.55, -0.26], [0.19, 2.37, -1.80], [-1.87, -4.37, 1.23], [-2.82, 4.17, -2.57], [0.78, -1.72, 0.92], [4.51, -0.11, -1.40], [2.11, -2.73, -0.14], [1.08, 0.11, -1.03], [1.69, 0.95, -2.18], [2.41, -3.51, -3.51], [-2.37, -1.91, 2.13], [0.73, -3.40, -3.15], [-3.64, -2.01, 4.42], [-1.79, 5.19, -0.37], [-2.33, 6.77, -0.75], [2.99, -5.29, 1.38], [-2.50, 6.55, -3.14], [3.73, -4.51, 0.03], [3.16, -0.46, -0.42], [-0.11, 4.19, -0.04]]}